[1]
This record from the OMol25 dataset describes a cluster of 2 separate species, C17H33Cl3FNO5PS in total in a non-equilibrium geometry. The level of theory is the ωB97M-V functional and the def2-TZVPD basis.

The calculation puts the total energy at -90285.816 eV. The calculation puts the molar mass at 519.9 g/mol. The charge is +1.

Last column: Mulliken charge in e.
Atoms and positions in Å:
C  1.4790  2.5593  -1.7768  -0.53
C  1.8440  1.8389  -3.2365  -0.41
O  0.5964  1.1396  -3.6451  -0.18
P  0.9182  -0.0916  -4.8397  0.81
O  2.3483  0.1592  -5.5317  -0.71
C  1.0343  -1.8129  -3.9850  -0.67
C  -0.4346  -2.4864  -3.6482  -0.52
C  -0.7513  -2.6675  -2.0505  -0.84
C  -1.9767  -1.7467  -1.4716  1.61
F  -2.5738  -2.6736  -0.4386  -0.38
C  -3.2873  -1.4225  -2.3998  -0.68
C  -3.6277  0.0924  -1.7800  -0.63
N  -2.5939  0.6262  -0.7814  -0.03
C  -1.6628  -0.3970  -0.5965  -0.40
C  -0.4946  -0.0239  0.4933  -0.57
C  -1.2085  -0.1955  1.9961  -0.59
C  -0.1259  -0.2781  3.2246  -0.72
C  0.8978  -1.5651  3.1422  -0.50
S  2.2500  -1.2192  4.4456  0.99
O  3.2798  -2.3732  4.4832  -0.51
O  2.8866  0.1614  4.0620  -0.52
Cl  1.2166  -0.9994  6.2920  -0.16
O  -0.3082  0.0067  -6.0751  -0.41
C  -1.5765  0.5435  -5.5555  0.28
C  -1.7552  2.1690  -5.7171  -0.94
H  1.4829  1.6952  -0.9578  -0.06
H  0.3756  2.9669  -1.8861  0.18
H  2.2349  3.4247  -1.5071  0.39
H  2.7669  1.1023  -3.1339  0.36
H  2.1474  2.6803  -4.0236  0.27
H  1.6496  -1.6762  -2.9956  0.33
H  1.6321  -2.5413  -4.7139  0.33
H  -1.2554  -1.9208  -4.2609  0.33
H  -0.3909  -3.5883  -4.1050  0.38
H  0.2434  -2.4025  -1.4478  0.22
H  -0.9677  -3.8020  -1.8368  0.40
H  -4.1821  -2.1248  -2.1207  0.40
H  -3.1671  -1.1668  -3.5351  0.19
H  -4.1528  0.8691  -2.4894  0.40
H  -4.5225  -0.1688  -1.0354  0.35
H  -2.5660  1.5791  -0.3078  0.35
H  -0.1476  1.1114  0.3955  0.24
H  0.4411  -0.7358  0.3737  0.13
H  -1.9558  0.7274  2.0919  0.31
H  -1.8864  -1.1728  1.8933  0.34
H  0.4064  0.7613  3.3373  0.40
H  -0.7630  -0.4339  4.2194  0.44
H  1.4443  -1.6580  2.0860  0.28
H  0.3503  -2.5675  3.4448  0.36
H  -1.7793  0.2717  -4.4239  -0.32
H  -2.4492  0.0337  -6.1779  0.39
H  -1.6378  2.5197  -6.8432  0.31
H  -1.0526  2.7768  -4.9932  0.17
H  -2.8742  2.4221  -5.3881  0.32
Cl  3.6295  3.3770  10.1062  -0.18
C  3.5912  1.6013  9.9693  -0.46
C  2.6101  1.1281  8.9086  -0.36
Cl  0.9173  1.4280  9.3758  -0.18
H  3.3492  1.1901  10.9542  0.33
H  4.6043  1.2821  9.7074  0.31
H  2.7117  0.0484  8.7633  0.24
H  2.7883  1.6193  7.9465  0.32

[2]
This record from the OMol25 dataset describes a structure of composition C12H28ClMgN4O5S2. The level of theory is the ωB97M-V functional and the def2-TZVPD basis.

The calculation puts the total energy at -68725.539 eV. The calculation puts the molar mass at 432.3 g/mol. The charge is +1. The calculation puts the energy above the lowest of the compared OMol25 structures with the same formula, charge and spin at 0.0 kJ/mol.

Last column: Mulliken charge in e.
Atoms and positions in Å:
Mg  -0.5021  -0.2709  -0.0538  2.31
O  -0.2470  2.9278  -1.5606  -0.59
Cl  -1.1442  1.8272  -1.4478  1.77
O  -2.3430  2.0253  -2.1878  -0.64
O  -0.4666  0.5659  -1.8950  -0.72
O  -1.4508  1.5464  -0.0218  -0.71
C  -3.0586  -1.1837  -1.6088  -1.37
N  -2.3736  -1.3805  -0.3069  0.21
C  -3.3494  -1.0749  0.7615  -1.08
C  -1.9330  -2.7916  -0.1894  -0.88
C  -0.7086  -3.0573  -1.0471  -0.97
N  0.4242  -2.1727  -0.6617  0.33
C  1.3622  -2.0623  -1.7991  -1.26
C  1.1593  -2.7745  0.4762  -1.21
H  -3.8868  -1.8920  -1.7094  0.39
H  -2.3718  -1.3147  -2.4408  0.34
H  -3.4524  -0.1744  -1.6653  0.43
H  -4.2498  -1.6866  0.6546  0.42
H  -3.6259  -0.0223  0.7077  0.28
H  -2.9020  -1.2695  1.7340  0.20
H  -2.7386  -3.4721  -0.4812  0.49
H  -1.7017  -2.9887  0.8595  0.28
H  -0.9418  -2.8814  -2.0962  0.45
H  -0.4207  -4.1080  -0.9540  0.44
H  1.7206  -3.0498  -2.1051  0.42
H  2.2153  -1.4585  -1.4973  0.34
H  0.8584  -1.5957  -2.6479  0.32
H  1.6512  -3.7004  0.1630  0.39
H  0.4784  -2.9982  1.2966  0.32
H  1.9135  -2.0736  0.8337  0.29
C  3.1828  3.7675  0.4216  -0.84
N  2.9581  3.0977  -0.8549  0.19
C  3.1886  3.6502  -2.1109  -0.20
C  2.7647  2.7588  -3.0188  -0.56
N  2.2959  1.6706  -2.2992  0.24
C  2.3956  1.8808  -0.9753  -0.30
S  1.9632  0.8380  0.3052  -0.52
H  3.7087  4.6993  0.2341  0.32
H  3.7785  3.1347  1.0732  0.32
H  2.2286  3.9750  0.9010  0.31
H  3.6295  4.6248  -2.2402  0.43
H  2.7595  2.7949  -4.0950  0.44
H  1.7869  0.8926  -2.6778  0.19
C  0.5704  1.3447  3.3931  -0.91
S  0.0311  -0.3504  3.2803  0.36
C  -1.4671  -0.1828  4.2247  -1.04
O  -0.4539  -0.5533  1.8544  -0.62
H  -0.1528  1.9698  2.8687  0.29
H  1.5514  1.4267  2.9286  0.26
H  0.6273  1.5954  4.4547  0.52
H  -1.2034  0.0756  5.2508  0.49
H  -1.9811  -1.1438  4.2089  0.34
H  -2.0770  0.5949  3.7626  0.31

Which value of total energy does entry 2 give?
-68725.539 eV

Number 2 is which compound?
C12H28ClMgN4O5S2